# 1
The following is a quantum chemistry calculation of a gas-phase ion, C4H8N2P (charge +1), from the Open Molecules 2025 dataset.

XYZ file:
```
15
Properties=species:S:1:pos:R:3
C 2.31 0.63 0.26
C 0.97 0.08 0.12
C 0.62 -1.27 0.11
N -0.75 -1.26 0.04
C -1.26 -0.05 0.02
P -3.03 0.46 0.15
N -0.11 0.86 0.30
H 2.95 -0.24 -0.15
H 2.43 1.47 -0.38
H 2.63 0.90 1.27
H 1.09 -2.17 -0.25
H -1.42 -2.02 -0.16
H -3.50 -0.55 -0.78
H -2.94 1.34 -1.00
H 0.01 1.81 0.46
```

Its SMILES is Cc1c[nH]c(P)[nH+]1. Its multiplicity is 1. Its total charge is +1. The value obtained for the LUMO energy is -3.8 eV. The HOMO energy is -13.4 eV. As for the HOMO-LUMO gap: 9.6083 eV. The calculation puts the energy relative to the best compared isomer or geometry (same formula, charge and spin) at 53.68 kJ/mol.

Charges per atom according to natural (NBO) partitioning, unit e:
1. C -0.664
2. C 0.206
3. C -0.108
4. N -0.457
5. C 0.161
6. P 0.366
7. N -0.486
8. H 0.253
9. H 0.242
10. H 0.263
11. H 0.260
12. H 0.461
13. H 0.022
14. H 0.035
15. H 0.446

***

# 2
The following is a quantum chemistry calculation of a single C4H8N2S molecule, from the Open Molecules 2025 dataset.

XYZ file:
```
15
Properties=species:S:1:pos:R:3
C -1.32 -0.52 -1.68
C -0.39 0.18 -0.97
C 0.77 -0.39 -0.34
N 1.00 -1.66 -0.28
N 2.02 -2.16 0.43
S -0.59 1.94 -0.76
C -0.88 2.13 1.09
H -1.09 -1.56 -1.83
H -2.22 -0.10 -2.06
H 1.41 0.28 0.17
H 1.79 -3.09 0.77
H 2.37 -1.55 1.14
H -0.01 1.85 1.68
H -1.14 3.16 1.14
H -1.70 1.51 1.49
```

Its SMILES is C=C(/C=N/N)SC. Its multiplicity is 1. The value obtained for the LUMO energy is 0.5 eV. The HOMO energy is -8.3 eV. As for the HOMO-LUMO gap: 8.7605 eV. The calculation puts the energy relative to the best compared isomer or geometry (same formula, charge and spin) at 260.93 kJ/mol.

Charges per atom according to natural (NBO) partitioning, unit e:
1. C -0.341
2. C -0.214
3. C -0.064
4. N -0.193
5. N -0.603
6. S 0.192
7. C -0.710
8. H 0.209
9. H 0.210
10. H 0.156
11. H 0.371
12. H 0.336
13. H 0.208
14. H 0.224
15. H 0.217

***

# 3
The following is a quantum chemistry calculation of a single C4H8N2S molecule, from the Open Molecules 2025 dataset.

XYZ file:
```
15
Properties=species:S:1:pos:R:3
C -3.23 -0.57 0.89
C -1.96 -0.62 0.60
S -1.32 0.42 -0.66
C 0.50 0.44 -0.47
N 1.08 -0.34 0.35
N 2.41 -0.43 0.31
C 3.26 0.50 -0.26
H -3.81 0.32 0.59
H -3.74 -1.31 1.59
H -1.30 -1.41 0.77
H 1.04 1.13 -1.21
H 2.69 -0.74 1.20
H 3.02 1.60 -0.12
H 4.24 0.19 0.01
H 3.16 0.38 -1.42
```

Its SMILES is C=CS/C=N/NC. Its multiplicity is 1. The value obtained for the LUMO energy is 0.9 eV. The HOMO energy is -7.8 eV. As for the HOMO-LUMO gap: 8.7396 eV. The calculation puts the energy relative to the best compared isomer or geometry (same formula, charge and spin) at 325.38 kJ/mol.

Charges per atom according to natural (NBO) partitioning, unit e:
1. C -0.403
2. C -0.355
3. S 0.240
4. C -0.155
5. N -0.262
6. N -0.411
7. C -0.441
8. H 0.202
9. H 0.214
10. H 0.226
11. H 0.193
12. H 0.362
13. H 0.184
14. H 0.222
15. H 0.184

***

# 4
The following is a quantum chemistry calculation of a molecular structure, C4H8N2S, from the Open Molecules 2025 dataset.

XYZ file:
```
15
Properties=species:S:1:pos:R:3
C 0.36 -1.28 -0.60
C 0.05 1.20 -0.24
C 0.77 1.43 1.22
C -0.27 2.48 0.58
H -1.95 -2.98 -1.20
H -0.76 -4.14 -0.92
H 1.49 -0.57 -0.73
H 0.72 1.39 -1.15
H 0.23 0.77 2.03
H 1.90 1.76 1.50
H 0.31 3.52 0.05
H -1.31 2.46 1.02
N -0.98 -3.25 -0.59
N 0.33 -2.55 -0.63
S -0.90 -0.24 -0.34
```

Its multiplicity is 1. The value obtained for the LUMO energy is 0.8 eV. The HOMO energy is -8.3 eV. As for the HOMO-LUMO gap: 9.0790 eV. The calculation puts the energy relative to the best compared isomer or geometry (same formula, charge and spin) at 584.18 kJ/mol.

Charges per atom according to natural (NBO) partitioning, unit e:
1. C -0.151
2. C -0.446
3. C -0.457
4. C -0.419
5. H 0.353
6. H 0.357
7. H 0.212
8. H 0.237
9. H 0.228
10. H 0.245
11. H 0.241
12. H 0.236
13. N -0.698
14. N -0.274
15. S 0.337

***

# 5
The following is a quantum chemistry calculation of a single C4H8N2S molecule, from the Open Molecules 2025 dataset.

XYZ file:
```
15
Properties=species:S:1:pos:R:3
C -0.75 1.57 -0.08
C -0.05 0.20 -0.14
C 0.72 -0.33 0.88
N 0.82 0.30 2.08
C -0.21 -0.57 -1.43
N -0.15 -1.91 -1.35
S -0.65 0.20 -2.81
H -0.04 2.38 0.00
H -1.45 1.64 -0.93
H -1.35 1.56 0.82
H 1.29 -1.25 0.74
H 0.44 1.22 2.23
H 1.34 -0.17 2.80
H 0.19 -2.47 -0.60
H -0.16 -2.38 -2.23
```

Its SMILES is C/C(=C\N)C(N)=S. Its multiplicity is 1. The value obtained for the LUMO energy is 0.6 eV. The HOMO energy is -7.8 eV. As for the HOMO-LUMO gap: 8.4260 eV. The calculation puts the energy relative to the best compared isomer or geometry (same formula, charge and spin) at 86.49 kJ/mol.

Charges per atom according to natural (NBO) partitioning, unit e:
1. C -0.649
2. C -0.181
3. C 0.047
4. N -0.806
5. C 0.110
6. N -0.773
7. S -0.198
8. H 0.214
9. H 0.261
10. H 0.200
11. H 0.193
12. H 0.403
13. H 0.394
14. H 0.388
15. H 0.398

***

# 6
The following is a quantum chemistry calculation of 2 unconnected molecules or ions with the total composition C4H8N2S2, from the Open Molecules 2025 dataset.

XYZ file:
```
16
Properties=species:S:1:pos:R:3
C 1.10 -1.80 1.56
N 1.42 -0.99 0.59
C 2.17 -1.25 -0.60
S 0.90 0.59 0.59
H 0.35 -1.43 2.25
H 1.55 -2.83 1.76
H 2.22 -0.20 -1.20
H 3.27 -1.59 -0.44
H 1.80 -2.04 -1.34
C -2.25 1.88 1.23
N -2.49 0.60 0.82
C -2.41 -0.37 0.13
S -2.19 -1.75 -0.56
H -3.15 2.41 1.70
H -1.27 1.90 1.86
H -2.15 2.48 0.29
```

Its SMILES is C=[N+](C)[S-].CN=C=S. Its multiplicity is 1. The value obtained for the LUMO energy (spin up / spin down) is -0.1 / -0.1 eV. The HOMO energy (spin up / spin down) is -8.0 / -8.0 eV. As for the HOMO-LUMO gap (spin up / spin down): 7.8767 / 7.8745 eV. The calculation puts the energy relative to the best compared isomer or geometry (same formula, charge and spin) at 301.23 kJ/mol.

Charges per atom according to natural (NBO) partitioning, unit e:
1. C -0.057
2. N -0.405
3. C -0.463
4. S -0.202
5. H 0.214
6. H 0.199
7. H 0.267
8. H 0.221
9. H 0.234
10. C -0.436
11. N -0.424
12. C 0.256
13. S -0.077
14. H 0.215
15. H 0.242
16. H 0.214

***

# 7
The following is a quantum chemistry calculation of a single C4H8N2S2 molecule, from the Open Molecules 2025 dataset.

XYZ file:
```
16
Properties=species:S:1:pos:R:3
C -0.62 -0.69 -1.08
N -0.10 -0.60 0.33
C 0.67 -1.74 0.73
S 2.22 -1.75 -0.03
C 2.21 -0.03 0.09
S 3.36 1.06 -0.21
N 0.94 0.45 0.39
C 0.58 1.80 0.78
H -0.73 0.19 -1.60
H 0.19 -1.24 -1.66
H -1.63 -1.21 -1.09
H 0.73 -1.64 1.77
H 0.18 -2.67 0.55
H 0.97 1.92 1.86
H 0.82 2.65 0.08
H -0.53 1.88 0.91
```

Its SMILES is CN1CSC(=S)N1C. Its multiplicity is 1. The value obtained for the LUMO energy is 0.6 eV. The HOMO energy is -8.2 eV. As for the HOMO-LUMO gap: 8.8054 eV. The calculation puts the energy relative to the best compared isomer or geometry (same formula, charge and spin) at 184.19 kJ/mol.

Charges per atom according to natural (NBO) partitioning, unit e:
1. C -0.443
2. N -0.246
3. C -0.403
4. S 0.343
5. C -0.147
6. S -0.101
7. N -0.311
8. C -0.431
9. H 0.212
10. H 0.191
11. H 0.212
12. H 0.216
13. H 0.230
14. H 0.218
15. H 0.234
16. H 0.226